1:
This record from the Open Molecules 2025 dataset describes a cluster of 3 separate species, CH7O3 in total. The level of theory is ωB97M-V/def2-TZVPD.

CARTESIAN COORDINATES (ANGSTROEM)
C  0.3775  1.3273  -0.2581
O  0.1889  -0.0228  -0.0307
H  0.2017  1.9141  0.6523
H  1.3794  1.5325  -0.6779
H  -0.3092  1.7310  -1.0088
H  0.4842  -1.4080  -0.8742
H  1.5754  -2.4337  -0.6303
O  0.7833  -2.3122  -1.1672
H  -2.3259  -0.3212  1.3404
H  -0.8097  -0.0920  0.9298
O  -1.5456  0.0849  1.7249

The HOMO-LUMO gap is 8.4 eV. Its net charge is -1. Its multiplicity is 1. Its LUMO energy is 4.51 eV.

***

2:
This record from the Open Molecules 2025 dataset describes a cluster of 3 separate species, CH7O3 in total. The level of theory is ωB97M-V/def2-TZVPD.

CARTESIAN COORDINATES (ANGSTROEM)
C  0.4933  -0.9592  0.3749
O  0.1198  0.1416  -0.3556
H  0.6681  -0.6022  1.4330
H  1.3583  -1.6028  0.1773
H  -0.3315  -1.6691  0.5756
H  -1.2779  0.1256  -1.0283
H  -2.1105  -0.8901  -1.7964
O  -2.2540  -0.0799  -1.2966
H  1.1771  1.9030  1.3953
H  0.7958  1.4410  0.0270
O  1.3615  2.1922  0.4937

The HOMO-LUMO gap is 8.3 eV. Its net charge is -1. Its multiplicity is 1. Its LUMO energy is 4.42 eV.

***

Most stable = 1

***

1:
This record from the Open Molecules 2025 dataset describes an isolated molecule of CH2N2S4. The level of theory is ωB97M-V/def2-TZVPD.

CARTESIAN COORDINATES (ANGSTROEM)
C  0.6752  0.0789  0.8721
N  0.3648  1.0307  -0.6243
N  -0.7414  1.4115  -0.6678
S  -0.8003  0.2716  1.9161
S  -1.9817  1.1580  0.3470
S  -0.4669  -1.7635  -1.1079
S  1.0136  -1.5456  0.3429
H  1.5694  0.7055  1.1582
H  0.3672  -1.3472  -2.2363

The HOMO-LUMO gap is 8.7 eV. Its net charge is 0. Its multiplicity is 1. Its LUMO energy is -0.09 eV.

***

2:
This record from the Open Molecules 2025 dataset describes an isolated molecule of CH2N2S4. The level of theory is ωB97M-V/def2-TZVPD.

CARTESIAN COORDINATES (ANGSTROEM)
C  1.4165  -0.2270  0.0885
N  0.5346  -0.7118  -0.8587
N  -1.5620  -0.0838  0.4855
S  2.9998  -0.0705  -0.4057
S  0.8528  0.1511  1.6190
S  -0.9803  -1.2867  -0.3569
S  -1.6879  1.4929  0.0644
H  0.9495  -1.0566  -1.7143
H  -2.5231  1.7926  1.0782

The HOMO-LUMO gap (alpha / beta) is 5.7 / 7.0 eV. Its net charge is 0. Its multiplicity is 1. Its LUMO energy (alpha / beta) is -2.47 / -1.70 eV.

***

Most stable = 1

***

1:
This record from the Open Molecules 2025 dataset describes a cluster of 6 separate species, C7H27O6 in total. The level of theory is ωB97M-V/def2-TZVPD.

CARTESIAN COORDINATES (ANGSTROEM)
O  0.1450  -0.4248  0.5776
H  -0.4200  -0.3120  1.3846
H  0.8986  0.2277  0.5604
H  -0.3288  -0.6308  -0.2549
C  2.1885  3.3429  -1.1080
C  0.7725  2.7722  -1.0438
C  0.6693  1.5561  -1.9352
O  0.5923  2.3637  0.3329
H  2.4374  3.5379  -2.1570
H  2.8938  2.6421  -0.6679
H  2.3099  4.2953  -0.5876
H  0.0221  3.5255  -1.3039
H  0.7799  1.8410  -2.9789
H  -0.2954  1.0651  -1.7759
H  1.4611  0.8453  -1.6839
H  0.6662  3.1494  0.8824
C  -3.6771  -1.0118  -0.3607
O  -2.5792  -0.1353  -0.5193
H  -4.5748  -0.6110  -0.8232
H  -3.4944  -2.0819  -0.5179
H  -3.8927  -1.1132  0.7127
H  -2.5499  0.1712  -1.4309
C  3.1310  -1.3613  0.6800
O  2.8257  0.0041  0.3687
H  2.3429  -2.0798  0.4794
H  3.9890  -1.6554  0.0684
H  3.3738  -1.4453  1.7437
H  3.5736  0.5097  0.6980
C  -2.3149  0.1916  3.4593
O  -1.6281  -0.7555  2.6442
H  -3.2606  0.4100  2.9512
H  -2.4559  -0.0557  4.5093
H  -1.8264  1.1668  3.4263
H  -2.1634  -1.5515  2.5868
C  -0.0576  -3.3917  -1.3115
O  0.6560  -2.1676  -1.4226
H  0.0019  -3.9664  -2.2362
H  0.2254  -3.9211  -0.4082
H  -1.1314  -3.1649  -1.2391
H  0.6949  -1.7807  -2.2992

The HOMO-LUMO gap is 11.1 eV. Its net charge is +1. Its multiplicity is 1. Its LUMO energy is -2.36 eV.

***

2:
This record from the Open Molecules 2025 dataset describes a structure of composition C7H27O6. The level of theory is ωB97M-V/def2-TZVPD.

CARTESIAN COORDINATES (ANGSTROEM)
O  10.6582  16.6916  -17.8108
H  11.5707  16.5579  -18.0773
H  10.0929  16.7916  -18.5803
H  10.5486  17.4217  -17.1973
C  8.1776  18.7181  -18.1599
C  8.4587  17.9332  -19.4280
C  9.1175  18.8576  -20.5620
O  9.3549  16.8384  -19.1858
H  9.0090  19.2277  -17.6730
H  7.6109  18.1652  -17.4108
H  7.5318  19.4709  -18.6120
H  7.5845  17.4899  -19.9049
H  10.1166  19.2252  -20.3278
H  8.4123  19.6852  -20.6375
H  9.0106  18.3660  -21.5289
H  8.8569  16.0181  -19.1592
C  13.2280  16.2216  -17.8165
O  12.4382  17.2538  -18.2780
H  12.7048  15.2741  -17.6880
H  14.0284  16.0557  -18.5375
H  13.6110  16.5069  -16.8367
H  12.8956  18.0454  -17.9850
C  11.4263  16.5992  -20.4990
O  11.1016  15.5494  -19.6336
H  11.4921  17.5117  -19.9065
H  12.3920  16.3208  -20.9210
H  10.6488  16.6134  -21.2628
H  11.2782  14.7193  -20.0822
C  10.8355  18.0885  -15.7259
O  10.8479  18.3624  -17.1084
H  9.8392  18.0070  -15.2912
H  11.4837  17.2423  -15.4979
H  11.3735  18.9276  -15.2850
H  11.4549  19.0555  -17.3781
C  8.3069  16.9740  -15.7908
O  9.1526  16.7791  -16.8956
H  7.6647  17.8540  -15.8269
H  7.7476  16.0801  -15.5148
H  9.0012  17.1332  -14.9658
H  8.5180  16.6445  -17.6033

The HOMO-LUMO gap is 8.5 eV. Its net charge is +1. Its multiplicity is 1. Its LUMO energy is -3.00 eV.

***

Most stable = 1

***

1:
This record from the Open Molecules 2025 dataset describes a structure of composition C2H9NO2. The level of theory is ωB97M-V/def2-TZVPD.

CARTESIAN COORDINATES (ANGSTROEM)
C  0.9317  0.6432  -0.0301
O  2.3882  0.7343  -0.1721
C  0.4553  -0.7437  0.3871
N  -1.2583  -0.9488  -0.4769
H  0.4326  0.9663  -0.9202
H  0.8314  1.3059  0.8353
H  2.6744  0.2319  -0.9425
H  0.8279  -1.0942  1.3508
H  0.8188  -1.4955  -0.3315
H  -1.1088  -1.9040  -0.7976
H  -0.7555  -0.9675  0.6141
H  -2.7304  1.5779  0.3935
H  -1.6904  0.3759  -0.1841
O  -1.8170  1.3183  0.2744

The HOMO-LUMO gap is 9.8 eV. Its net charge is 0. Its multiplicity is 1. Its LUMO energy is -0.03 eV.

***

2:
This record from the Open Molecules 2025 dataset describes a cluster of 3 separate species, C2H9NO2 in total. The level of theory is ωB97M-V/def2-TZVPD.

CARTESIAN COORDINATES (ANGSTROEM)
C  -1.3800  -1.1943  0.8963
C  -1.3198  -1.7779  -0.2677
N  -1.3739  -1.0255  -1.4641
H  -1.2555  -0.1110  1.0719
H  -1.6063  -1.6780  1.8712
H  -1.2101  -2.7869  -0.4612
H  -1.5459  -0.0975  -1.4481
H  -1.0572  -1.3192  -2.2734
H  2.8085  0.5410  0.1596
H  1.3320  0.5274  0.9031
O  2.2600  0.6839  0.9262
H  1.6234  2.6389  0.7961
H  1.5324  2.5481  -0.6726
O  1.1925  3.0511  -0.0372

The HOMO-LUMO gap is 9.1 eV. Its net charge is 0. Its multiplicity is 1. Its LUMO energy is 0.62 eV.

***

3:
This record from the Open Molecules 2025 dataset describes a cluster of 2 separate species, C2H9NO2 in total. The level of theory is ωB97M-V/def2-TZVPD.

CARTESIAN COORDINATES (ANGSTROEM)
C  -0.6443  -0.4872  -1.2194
N  -0.8109  -1.3741  -0.0746
C  -1.1073  -0.7586  1.1977
O  -0.0472  0.1059  1.6251
H  -1.3970  0.3053  -1.2581
H  -0.6862  -1.0402  -2.1506
H  0.2933  0.0786  -1.1488
H  0.0895  -1.7973  0.0754
H  -2.1278  -0.3905  1.0741
H  -1.1640  -1.5611  1.9408
H  -0.3802  0.4994  2.4491
H  2.0718  2.1806  -0.3436
H  3.4054  1.9807  -0.9512
O  2.5048  2.2584  -1.2158

The HOMO-LUMO gap is 10.0 eV. Its net charge is 0. Its multiplicity is 1. Its LUMO energy is 0.70 eV.

***

Most stable = 3